No. 1
{"formula": "C11H15CdClCrNO2S2", "method": "wB97M-V/def2-TZVPD", "elements": ["Cr", "Cl", "C", "C", "H", "H", "H", "H", "H", "H", "Cd", "C", "C", "H", "H", "H", "H", "H", "O", "S", "O", "N", "C", "S", "C", "C", "C", "C", "C", "C", "H", "H", "H", "H"], "positions_angstrom": [[-2.7164, 2.3187, -1.6804], [-1.5260, 3.1918, -0.0780], [-4.4722, 1.7621, -0.7481], [-2.5435, 3.8560, -3.0446], [-5.3557, 2.0102, -1.3615], [-4.4626, 0.6848, -0.5090], [-4.4911, 2.3427, 0.1923], [-3.4825, 4.0234, -3.5976], [-1.7157, 3.6426, -3.7417], [-2.2952, 4.7445, -2.4356], [-0.5066, 0.5118, -0.8141], [1.5932, 0.8499, -1.4004], [-1.9494, 0.7013, -2.5392], [1.6157, 0.6194, -2.4692], [1.9254, 1.8697, -1.1911], [2.1314, 0.1088, -0.8059], [-1.4147, 0.7936, -3.5107], [-2.4262, -0.2970, -2.4098], [0.6747, -4.9349, 0.9609], [0.5433, -3.9857, 2.0504], [0.3169, -4.5271, 3.3649], [-0.5133, -2.7787, 1.6730], [0.0137, -1.5965, 1.6219], [-1.0886, -0.3417, 1.4980], [1.4632, -1.5429, 1.8205], [2.3363, -0.4442, 1.8158], [3.6952, -0.6067, 2.0386], [4.1802, -1.9017, 2.2901], [3.3137, -3.0125, 2.3172], [1.9477, -2.8343, 2.0736], [1.8973, 0.5483, 1.6112], [4.3663, 0.2580, 2.0151], [5.2453, -2.0180, 2.4677], [3.7002, -4.0156, 2.5256]], "forces_ev_per_a": [[-0.2731, -0.8852, -1.3673], [1.3420, 1.2823, 1.8897], [-0.2861, 0.0687, -0.2651], [-0.5304, 0.3546, 0.1737], [0.0502, -0.1867, 0.2731], [-0.1134, 0.2677, -0.0776], [-0.1366, -0.1807, -0.2263], [0.2923, 0.0969, -0.0639], [-0.2346, 0.0207, 0.1581], [-0.0813, -0.0694, -0.4167], [0.2371, 0.7101, -0.9105], [-0.1407, -0.3677, 0.4049], [-0.5486, -1.0102, 0.2435], [0.2092, 0.0546, 0.1407], [0.0544, -0.1211, -0.0207], [0.5419, 0.1330, -0.3022], [-0.1088, -0.2149, 0.5966], [-0.0654, 0.4272, -0.6754], [-0.0313, 0.4105, 0.5758], [0.6509, 1.1588, -1.0896], [-0.0407, 0.0452, 0.0576], [-0.1444, -2.2811, 0.4148], [-1.2195, -0.1314, 0.1679], [-0.1555, 1.2376, 0.1249], [1.5784, -0.4901, 0.2509], [-1.1219, 0.5575, -0.2689], [-0.1030, -0.7156, 0.1044], [-0.4549, 0.0996, -0.0605], [-0.0441, -0.0864, -0.0021], [1.0186, 0.6402, 0.1345], [0.2959, -0.5955, 0.1007], [-0.2557, -0.3959, 0.0062], [-0.1149, -0.2195, 0.0040], [-0.0662, 0.3862, -0.0752]], "charge": -2, "lumo_energy_ev": [4.52, 4.52], "homo_ev": [-0.231, -0.734], "orbital_gap_ev": [4.8, 5.3], "energy_ha": -3102.0786, "multiplicity": 4}

=====

No. 2
{"formula": "C11H10O3P", "method": "wB97M-V/def2-TZVPD", "elements": ["C", "C", "C", "C", "C", "C", "C", "C", "C", "C", "C", "O", "O", "O", "P", "H", "H", "H", "H", "H", "H", "H", "H", "H", "H"], "positions_angstrom": [[3.9173, 0.8474, 0.3073], [3.3381, 0.9104, -0.9505], [3.2921, 0.0466, 1.2669], [2.1048, 0.2739, -1.1966], [2.0060, -0.5109, 1.1168], [1.3896, -0.4613, -0.1839], [0.1643, -1.0109, -0.4065], [-3.8736, 0.4946, 0.2402], [-2.5801, -1.6976, -0.2149], [-1.4689, 0.4868, 0.4173], [-2.4806, -0.2319, -0.3601], [-4.3961, -0.1437, 1.1291], [-4.1049, 1.5755, -0.3639], [-1.0557, 1.6954, 0.0542], [-0.6907, -2.3518, -0.6017], [4.8498, 1.4535, 0.4735], [3.9194, 1.3967, -1.7039], [3.8578, -0.1309, 2.2266], [1.3694, 0.2937, -2.1359], [1.5133, -1.1090, 1.8375], [-2.4649, -2.0339, 0.7535], [-3.3974, -2.0236, -0.8917], [-1.2990, 0.3413, 1.4909], [-2.4542, 0.0586, -1.3651], [-1.4558, 1.8311, -0.9390]], "forces_ev_per_a": [[0.4637, 0.0590, -0.1046], [-1.2602, -0.7188, -0.0563], [-0.1069, -0.0962, 1.8422], [-2.2692, -0.3176, -1.0151], [1.5730, 0.5355, -2.1613], [3.2371, 1.7109, 0.7853], [-2.6273, 0.3487, 0.8691], [0.6859, 1.1949, -1.6117], [2.2596, 0.6749, -2.9748], [1.1015, -1.1291, -0.9449], [-0.7988, 0.8402, 2.6212], [-0.7709, -0.0604, 0.8006], [0.0622, -1.0868, 0.7783], [-1.6725, 0.3945, -3.5636], [-1.0882, -0.7389, -0.8284], [-0.9291, -1.0971, 0.1058], [-0.2098, 0.4477, -0.6606], [-0.8769, 0.3157, -0.8964], [2.5737, 0.3685, 1.4511], [-0.1159, -0.3805, 0.9155], [-1.2531, -0.7108, 2.2301], [0.6633, -0.5887, 0.9277], [-0.1797, -0.2885, -0.4330], [0.2006, 0.5204, -1.5660], [1.3381, -0.1975, 3.4897]], "charge": -1, "lumo_energy_ev": [3.31, 3.31], "homo_ev": [-3.572, -3.572], "orbital_gap_ev": [6.9, 6.9], "energy_ha": -992.1552}

=====

No. 3
{"formula": "C25H49CrNO2SSi2", "method": "wB97M-V/def2-TZVPD", "elements": ["O", "O", "C", "C", "H", "H", "H", "H", "H", "C", "C", "H", "H", "H", "H", "H", "C", "C", "C", "H", "H", "H", "H", "H", "C", "H", "H", "H", "H", "H", "H", "Cr", "C", "Si", "H", "H", "C", "C", "C", "C", "Si", "H", "H", "C", "C", "C", "H", "H", "H", "H", "H", "H", "H", "H", "H", "H", "H", "H", "H", "H", "H", "H", "H", "H", "S", "C", "C", "C", "C", "C", "C", "C", "C", "C", "N", "H", "H", "H", "H", "H", "H"], "positions_angstrom": [[-1.6800, -1.9553, -1.3129], [1.0047, 1.5784, -4.6511], [-0.4304, -2.6564, -1.5899], [-0.7157, -4.1477, -1.6206], [0.2880, -2.4039, -0.7811], [0.0466, -2.3508, -2.5425], [-1.0007, -4.4942, -0.6211], [0.1476, -4.7297, -1.9748], [-1.5733, -4.3969, -2.2638], [-1.9214, -0.8852, -2.2481], [-1.4956, -1.1402, -3.6854], [-1.3830, 0.0260, -1.8995], [-3.0144, -0.7101, -2.1869], [-0.5439, -0.6504, -3.9161], [-2.2425, -0.6854, -4.3322], [-1.4329, -2.1915, -3.9707], [0.5938, 2.5797, -3.7149], [2.3847, 1.2514, -4.5562], [-0.8513, 2.9188, -4.0157], [1.2597, 3.4468, -3.8734], [0.6550, 2.3350, -2.6278], [-0.9566, 3.1528, -5.0765], [-1.1674, 3.7759, -3.4176], [-1.5163, 2.0769, -3.7910], [2.8185, 0.6188, -5.8635], [2.6252, 0.5326, -3.7432], [2.9488, 2.1826, -4.3653], [2.2058, -0.2467, -6.1416], [3.8552, 0.2969, -5.7545], [2.7525, 1.3596, -6.6657], [1.7841, 0.3263, 0.7786], [-1.0996, -1.1221, 1.5270], [2.1825, 0.9344, -0.0345], [3.9279, 1.3233, 0.5381], [2.2176, 0.3968, -0.9935], [1.5035, 1.8012, -0.0811], [4.9412, -0.1079, -0.1456], [3.4200, 0.9213, 2.3185], [4.3328, 3.1266, 0.2247], [-2.8912, -2.0545, 1.5713], [-3.8156, -0.4055, 1.3873], [-3.0669, -2.5236, 2.5769], [-2.9960, -2.8457, 0.7788], [-5.1691, -0.7636, 0.1255], [-2.8916, 1.0871, 0.6401], [-4.3482, 0.1706, 3.1099], [3.8468, 3.5243, -0.6824], [5.4010, 3.3609, 0.1498], [3.9455, 3.6999, 1.0813], [4.5383, -1.0158, 0.3351], [6.0132, -0.0632, 0.0754], [4.8243, -0.2121, -1.2350], [3.0447, -0.1158, 2.2814], [2.5623, 1.5600, 2.5832], [4.2024, 1.0019, 3.0751], [-3.5802, 1.5754, -0.0692], [-1.9719, 0.8155, 0.0797], [-2.6412, 1.8582, 1.3848], [-5.1452, 0.9271, 3.0644], [-3.5148, 0.6217, 3.6712], [-4.7218, -0.6777, 3.7003], [-6.1132, -0.2403, 0.3232], [-5.3522, -1.8444, 0.1527], [-4.8447, -0.5030, -0.8925], [0.8908, -2.7090, 5.1932], [1.4646, -3.7735, 3.9600], [1.0277, -3.3868, 2.6868], [0.2702, -2.1956, 2.7285], [0.2088, -1.6628, 4.0032], [-0.3453, -0.3624, 4.2545], [-0.4347, 0.2837, 5.4996], [-0.7799, 1.6385, 5.5415], [-0.9715, 2.3360, 4.3343], [-0.8928, 1.6322, 3.1288], [-0.7269, 0.2755, 3.0901], [2.0748, -4.6355, 4.2128], [1.2857, -3.9403, 1.7889], [-0.2404, -0.2732, 6.4212], [-0.8856, 2.1690, 6.4908], [-1.1808, 3.4163, 4.3039], [-0.9501, 2.1633, 2.1646]], "forces_ev_per_a": [[1.1690, 0.0889, -0.3540], [0.0204, -0.1562, 1.1486], [0.1390, -0.1751, 0.1914], [-0.2244, -0.3264, 0.1698], [-0.1811, -0.1444, -0.3077], [-0.4555, 0.0526, 0.6796], [0.1686, -0.0491, -0.0851], [-0.1717, 0.2449, 0.2141], [0.3272, 0.3259, -0.0006], [-0.2756, 0.4862, 0.3892], [-0.0816, 0.2624, -0.3833], [-0.4275, -0.3627, -0.1055], [0.6522, -0.0095, 0.0111], [-0.0917, -0.1864, 0.0017], [-0.0038, 0.0568, -0.1450], [-0.1601, 0.0331, 0.1533], [-0.0066, 0.2851, -0.1944], [0.0986, -0.1333, -0.1275], [0.0181, 0.0129, -0.1628], [-0.3103, -0.0341, 0.1321], [0.3818, -0.5258, -0.6368], [-0.0776, 0.0757, 0.0940], [-0.0210, -0.0196, -0.0748], [0.1594, 0.0810, -0.0060], [0.0507, 0.2843, -0.0964], [-0.4657, 0.4175, -0.0038], [-0.0039, -0.3148, -0.0505], [0.0705, 0.1842, 0.2125], [0.0073, -0.0361, -0.1780], [0.0524, -0.1868, 0.0187], [-0.1502, -0.4545, -0.3726], [1.2573, -0.4367, 0.3322], [-0.5579, 0.3296, -0.8220], [-1.0417, -0.5377, 0.4961], [-0.4761, 0.1195, 0.2090], [0.3001, -0.0980, -0.3179], [0.2503, 0.1547, -0.0195], [0.7229, 0.1224, 0.3309], [0.2456, 0.2691, -0.0180], [0.3930, -0.3745, 0.8379], [-1.4024, 0.1876, -0.0065], [0.1167, 0.4953, -0.8078], [0.2430, 1.0147, 0.5178], [-0.1061, -0.2100, 0.1667], [0.6317, 0.0298, 0.0537], [-0.0943, -0.2255, -0.0055], [0.1509, -0.2858, 0.2889], [-0.1565, -0.1213, 0.0273], [0.0516, -0.1213, -0.2323], [0.1269, 0.2610, -0.2132], [-0.1609, -0.0095, -0.0242], [0.0340, 0.0566, 0.3001], [0.2971, 0.2907, 0.1993], [0.3177, -0.0579, 0.0476], [-0.1735, -0.0132, 0.1774], [0.2810, -0.3971, 0.0562], [-0.2658, 0.4095, 0.0033], [-0.1614, -0.4841, -0.3161], [0.1851, -0.2022, -0.0835], [-0.1481, -0.1782, -0.2122], [0.0149, 0.2302, -0.1026], [0.2167, -0.0807, -0.0096], [-0.2009, 0.2214, -0.1190], [-0.0370, -0.0673, 0.3069], [0.6362, -0.1051, -0.6909], [-0.6464, 0.4066, -0.8412], [0.4348, -0.4840, 1.3242], [-0.5438, 0.7199, -0.7585], [-0.3596, -1.0170, -0.0078], [-0.6399, 0.9069, -0.3734], [-0.1096, 0.4021, -0.1667], [-0.1353, -0.2573, -0.5048], [0.2077, -0.1200, -0.4106], [-0.1246, -0.4244, 0.4749], [0.2804, 0.8696, 0.5056], [-0.2076, 0.1975, 0.0104], [-0.1103, 0.0525, 0.1813], [0.0489, 0.2190, -0.4171], [0.0911, -0.2765, -0.2858], [0.2338, -0.6760, 0.1020], [-0.1168, -0.4817, 0.6856]], "charge": 1, "lumo_energy_ev": [-4.37, -3.66], "homo_ev": [-11.135, -11.203], "orbital_gap_ev": [6.8, 7.5], "energy_ha": -3208.5569, "multiplicity": 4}